Entry from the Open Molecules 2025 dataset: 3 unconnected molecules or ions with the total composition C5H17N2O3 (ωB97M-V with the def2-TZVPD basis set).

Last column: Mulliken charge in e.
Positions of all 27 atoms, in Å:
H -0.487 -2.656 -1.386  0.477
H -1.446 2.847 0.559  0.350
C 0.323 -0.828 -0.659  -0.220
H -0.880 0.167 0.837  0.475
H -1.501 3.502 -2.302  0.194
H 2.312 1.004 -0.908  0.309
H 1.316 -2.525 -0.072  0.380
H 2.309 -1.249 -0.462  0.363
H -2.365 4.234 -1.107  0.225
O -0.158 -1.577 3.736  -0.619
O -1.233 -2.353 0.398  -0.495
N 1.452 -1.530 0.025  0.027
H 0.577 -2.180 3.673  0.308
C -0.653 1.465 -0.853  -0.646
H -1.630 -1.760 1.012  0.339
H 1.485 -1.096 0.943  0.317
C -1.219 2.622 -0.479  -0.039
C -0.124 0.444 0.083  -0.916
H 3.790 1.192 -0.862  0.333
H 0.579 -0.523 -1.675  0.351
H -1.659 -1.267 -1.364  0.342
H -0.609 1.309 -1.920  0.219
C -0.867 -1.794 -0.840  -0.879
N -1.621 3.615 -1.317  -0.427
H 0.083 -0.856 4.320  0.323
H 0.619 0.740 0.837  0.555
O 3.132 0.492 -0.968  -0.647

The relative energy (zero: lowest compared OMol25 entry of this formula, charge and spin) is 183.1 kJ/mol. The highest occupied orbital energy is -11.4 eV. Its net charge is +1. The calculation puts the lowest unoccupied orbital energy at -2.928 eV. The HOMO-LUMO gap comes out at 8.44 eV.